A) C2H4O3 | wB97M-V/def2-TZVPD

Each line ends with the Löwdin charge.
Geometry (Å):
O 0.99280 0.62919 1.28563  0.054
H -1.14717 -0.60677 -0.97523  0.085
C 0.19812 0.09168 0.47608  -0.434
O -0.67228 -0.19505 -1.76437  -0.080
H -0.35460 1.71502 -0.78668  0.170
O -0.50838 -1.10378 0.89005  0.024
H -0.26470 -1.14988 1.89904  0.173
H 1.19503 0.92972 -1.22482  0.163
C 0.14760 0.65315 -0.84321  -0.155

Multiplicity: 1
SMILES: O=C(O)CO
HOMO in eV: -10.8
Kohn-Sham gap in Eh: 0.4141

---

B) C2H4O3 | wB97M-V/def2-TZVPD

Each line ends with the Löwdin charge.
Geometry (Å):
C 0.79209 -0.32382 -1.05221  -0.092
H -0.17419 -0.28632 -0.59775  0.034
H 1.20392 0.19070 0.68303  0.028
O -2.59635 0.59936 0.57636  0.231
O 1.66981 -0.44528 0.14805  -0.133
H 0.90860 -1.09224 -1.79319  0.076
H 0.91264 0.70436 -1.44310  0.087
C -1.78716 0.40178 1.35524  -0.435
O -0.92937 0.25147 2.12357  0.204

Multiplicity: 1
SMILES: O=C=O.CO
HOMO in eV: -10.4
Kohn-Sham gap in Eh: 0.3962

---

C) C2H4O3 | wB97M-V/def2-TZVPD

Each line ends with the Löwdin charge.
Geometry (Å):
C 0.07110 0.59358 0.38489  -0.215
H -0.27595 -0.55486 1.95974  0.185
H -0.83412 1.14415 0.10429  0.129
O -0.32838 -1.72289 0.02218  0.162
H 0.11309 0.31060 -2.04317  0.111
H 0.93667 1.21168 0.05287  0.139
C -0.03797 -0.70056 -0.43418  -0.540
O 0.05039 -0.62066 -1.78612  0.111
O 0.30518 0.33897 1.73950  -0.081

Multiplicity: 1
SMILES: O=C(O)CO
HOMO in eV: -10.7
Kohn-Sham gap in Eh: 0.4123

---

Which is most stable? The ranking, best first, is B), C), A).

---

A) C4H4S2 | wB97M-V/def2-TZVPD

Each line ends with the Löwdin charge.
Geometry (Å):
H 0.06899 -1.00805 0.73601  0.077
C 0.06568 1.01060 0.00978  -0.470
H -0.49377 1.56224 -0.77540  0.091
C 1.81931 -0.90905 -0.09662  -0.402
H 2.70785 -1.48005 -0.16657  -0.034
S 1.73510 0.55444 -0.55471  0.932
S -3.35440 -0.66475 -0.50241  0.722
H 0.00898 1.62005 0.99036  0.121
C -0.67509 -0.21074 0.37542  -0.333
C -1.88266 -0.47468 -0.01588  -0.703

Multiplicity: 1
HOMO in eV: -8.1
Kohn-Sham gap in Eh: 0.2925

---

B) C4H4S2 | wB97M-V/def2-TZVPD

Each line ends with the Löwdin charge.
Geometry (Å):
C -0.92331 -0.54395 -0.53582  -0.313
S -0.31630 2.02689 -0.49778  0.710
H -1.30830 0.57629 1.24928  0.105
H 0.13601 1.31359 -1.64925  -0.040
C 1.27288 -0.04062 1.23249  -0.579
H 0.92296 -0.66995 2.03388  0.003
S 2.58734 0.76011 0.87805  0.665
C -0.84538 -1.48402 -1.30917  0.117
H -0.82825 -2.48033 -1.68370  0.025
C -0.69766 0.54199 0.28202  -0.693

Multiplicity: 1
HOMO (spin up / spin down) in eV: -7.6 / -7.6
Kohn-Sham gap (spin up / spin down) in Eh: 0.2642 / 0.2642

---

C) C4H4S2 | wB97M-V/def2-TZVPD

Each line ends with the Löwdin charge.
Geometry (Å):
S -0.93727 1.63700 0.63797  0.741
H -1.54633 -3.10971 0.11511  0.052
C -1.02349 -2.15139 0.24706  0.130
H 0.90742 0.34000 1.30441  0.090
H -2.11788 1.01722 0.37555  -0.094
C -0.05913 0.15095 0.71156  -0.636
C -0.55098 -1.10471 0.59504  -0.276
C 1.44350 0.74284 -1.12291  -0.582
S 1.49877 2.31631 -1.46602  0.574
H 2.38539 0.16148 -1.39776  0.001

Multiplicity: 1
HOMO (spin up / spin down) in eV: -7.9 / -7.5
Kohn-Sham gap (spin up / spin down) in Eh: 0.2636 / 0.2521

---

Which is most stable? The ranking, best first, is A), B), C).

---

A) C3H8NO2S | wB97M-V/def2-TZVPD

Each line ends with the Löwdin charge.
Geometry (Å):
O -2.85681 -0.96620 -0.99712  -0.091
H -0.18090 0.19126 -0.83928  0.137
H -0.43521 -1.20649 0.24034  -0.005
H 0.42313 0.00988 2.24361  0.060
C -0.49171 0.00756 0.24279  -0.293
H -3.81133 0.54763 0.01387  0.104
S 2.14427 -0.66413 0.67719  0.292
H 2.35212 1.07475 -1.41945  -0.010
C 0.71079 0.32579 1.18852  -0.709
H -0.40809 -1.98540 0.29643  0.236
H 3.04713 0.03453 -1.36600  -0.112
N -1.86960 0.44097 0.57301  0.010
O 3.15581 0.80865 -1.92204  -0.163
H 1.05421 1.40399 1.24766  0.072
C -2.83381 -0.02278 -0.17953  -0.526

Multiplicity: 1
HOMO in eV: -3.9
Kohn-Sham gap in Eh: 0.2259
Charge: -1

---

B) C3H8NO2S | wB97M-V/def2-TZVPD

Each line ends with the Löwdin charge.
Geometry (Å):
N -2.20284 -0.66777 0.02917  0.030
S 1.98435 1.99955 -0.80314  0.629
C 1.99436 -0.71221 -0.88467  -0.205
H 0.16893 0.41059 -0.61529  0.041
H -3.03565 -0.22268 -0.35702  0.034
H 1.09773 2.82536 -0.23099  -0.164
H 1.85876 -0.76238 -1.96727  0.059
H -2.54264 -1.61720 0.18150  0.034
H 1.67664 -1.65894 -0.44603  0.068
O -3.23815 -0.07961 2.04261  -0.101
H 1.16046 0.37012 0.80691  0.049
C -2.15257 -0.07263 1.43611  -0.814
O -1.03603 0.34746 1.77577  -0.080
H 3.06579 -0.59515 -0.69305  0.051
C 1.20087 0.43549 -0.27461  -0.630

Multiplicity: 1
HOMO in eV: -4.0
Kohn-Sham gap in Eh: 0.2668
Charge: -1

---

Which is most stable? The ranking, best first, is B), A).

---

A) C5H7N2O | wB97M-V/def2-TZVPD

Each line ends with the Löwdin charge.
Geometry (Å):
N -2.01121 -0.66452 0.10363  -0.025
C -0.21584 1.03973 0.12783  0.000
H -1.78792 -2.68880 -0.02458  0.068
C -1.49278 0.63253 0.15153  -0.064
H 2.10300 2.06261 -0.20062  0.122
H -2.25729 1.39302 0.20463  0.132
C -1.30111 -1.72614 0.03614  0.156
C 1.04831 0.32085 0.08478  -0.292
H -3.03788 -0.68563 0.14113  0.170
N 2.16320 1.10508 0.11338  0.153
H 3.08229 0.69129 0.09873  0.126
H -0.07454 2.10983 0.19717  0.125
O 1.86079 -2.01355 0.20057  0.161
C 1.18012 -0.99647 -0.14519  -0.004
H 1.90975 -2.72595 -0.46612  0.169

Multiplicity: 1
HOMO in eV: -12.8
Kohn-Sham gap in Eh: 0.3070
Charge: +1

---

B) C5H7N2O | wB97M-V/def2-TZVPD

Each line ends with the Löwdin charge.
Geometry (Å):
N -2.71345 -0.01216 0.18901  0.177
C 3.21636 -0.54790 0.02555  -0.212
N -0.57307 0.56514 -0.53954  0.065
O 3.01404 0.78075 0.39398  -0.013
H 2.01952 -2.40061 -0.61009  0.113
H -0.81635 0.92007 -1.52473  0.216
H -0.91170 -0.30695 1.22282  0.129
C -1.40247 0.09515 0.43560  -0.047
C 1.76256 1.22194 0.20445  -0.157
H -3.40364 -0.00818 0.99198  0.174
C 2.33682 -1.29054 -0.52167  0.181
H -3.07214 0.56108 -0.56023  0.128
C 0.80976 0.50144 -0.35729  -0.049
H 1.67962 2.32239 0.54388  0.177
H 4.12544 -0.84999 0.42996  0.116

Multiplicity: 1
HOMO in eV: -13.0
Kohn-Sham gap in Eh: 0.3019
Charge: +1

---

Which is most stable? The ranking, best first, is A), B).